Computed, not measured: a cluster of 2 separate species, C10H16 in total, with the ωB97M-V functional and the def2-TZVPD basis.

Each line ends with the Mulliken charge.
Cartesian coordinates (Å):
C (-0.85153, 1.14074, -2.16232)  -1.3499
C (0.77107, -2.32982, -2.29848)  -0.4628
C (0.71406, -0.95902, -2.33269)  -0.2650
C (-0.01101, -2.93279, -1.32267)  -0.1780
C (-0.38725, -0.29909, -1.76694)  0.7124
C (-0.80916, -2.23349, -0.44422)  -0.4108
C (-1.14653, -0.90590, -0.71472)  -0.3034
H (1.46902, -2.88121, -2.93842)  0.4209
H (1.49821, -0.35418, -2.78102)  0.4095
H (-0.00495, -4.02846, -1.18591)  0.3803
H (-1.24642, -2.73426, 0.46849)  0.3955
H (-1.61928, 1.20148, -2.74768)  0.4915
H (-0.02180, 1.85602, -2.42171)  0.3552
H (-2.01996, -0.34702, -0.35666)  0.4500
H (-1.16405, 1.67435, -1.23603)  0.3173
C (0.81944, 0.83646, 2.38151)  -0.0621
C (0.28766, 1.74489, 3.34383)  -1.0620
C (0.33699, 1.15395, 0.98405)  -1.0609
H (2.09807, 0.84999, 2.23716)  0.2386
H (0.59202, -0.27598, 2.66828)  0.2280
H (-0.58405, 2.52155, 2.90474)  0.2763
H (-0.54313, 1.56427, 1.18561)  0.4745
H (0.84340, 1.83711, 0.28405)  0.3563
H (0.26103, 0.19928, 0.43770)  0.0740
H (-0.34602, 1.21790, 4.05810)  0.3028
H (1.06420, 2.48326, 3.75596)  0.2718

Cartesian forces (eV/Å) of the 2 atoms listed first:
C 6.137 0.221 5.181
C 0.902 1.242 -0.690

Output
- Energy relative to the best compared isomer or geometry (same formula, charge and spin): 294.0 kJ/mol
- Total charge: +1
- Kohn-Sham gap (spin up / spin down): 9.370 / 5.332 eV
- Multiplicity: 2
- HOMO level (spin up / spin down): -13.4635 / -13.4419 eV

Computed, not measured: a cluster of 2 separate species, C10H16 in total, with the ωB97M-V functional and the def2-TZVPD basis.

Each line ends with the Mulliken charge.
Cartesian coordinates (Å):
C (-1.64093, -1.98963, -0.21668)  -1.3224
C (-0.97194, -0.11288, 1.26684)  -0.1924
C (-0.93486, -1.54300, 0.96613)  1.2048
C (-0.19617, 0.40741, 2.31132)  -0.5799
C (-0.29209, -2.35100, 1.87573)  -0.3381
C (0.74911, -0.40613, 3.03385)  -0.2337
C (0.64832, -1.80134, 2.80810)  -0.3427
H (-1.45436, 0.60809, 0.60536)  0.3297
H (-0.35471, 1.35399, 2.97262)  0.3178
H (-1.77944, -3.02325, -0.22042)  0.4312
H (-1.13129, -1.97271, -1.21420)  0.2640
H (-0.51547, -3.47943, 1.90277)  0.3455
H (1.40062, 0.27263, 3.64583)  0.3808
H (1.38857, -2.58729, 3.13535)  0.3533
H (-2.64196, -1.42072, -0.21659)  0.3617
C (0.69985, 1.08293, -2.33095)  -0.0834
C (1.96188, 1.57778, -1.64662)  -0.9774
C (-0.56511, 2.15889, -2.28640)  -1.1865
H (1.02313, 0.87989, -3.36144)  0.3697
H (0.36197, 0.10792, -2.00844)  0.0306
H (2.23407, 2.59200, -1.92747)  0.3144
H (2.68913, 0.89429, -1.79262)  0.3818
H (-0.81400, 2.21034, -1.30373)  0.3145
H (-0.21014, 3.13140, -2.41284)  0.4223
H (1.63626, 1.54228, -0.56704)  0.1235
H (-1.29044, 1.86754, -3.01847)  0.3110

Cartesian forces (eV/Å) of the 2 atoms listed first:
C -1.354 0.975 -0.974
C 1.784 1.486 1.114

Output
- Energy relative to the best compared isomer or geometry (same formula, charge and spin): 237.5 kJ/mol
- Total charge: +1
- Kohn-Sham gap (spin up / spin down): 9.415 / 5.471 eV
- Multiplicity: 2
- HOMO level (spin up / spin down): -13.8509 / -13.8497 eV

Computed, not measured: a structure of composition C10H16BBr2CrMnN4O20S, with the ωB97M-V functional and the def2-TZVPD basis.

Each line ends with the Mulliken charge.
Cartesian coordinates (Å):
Mn (-1.14346, 0.18604, -1.38674)  0.7005
Cr (0.95809, 0.28578, 3.35326)  0.9634
O (-0.81698, 2.14683, -1.11321)  -0.6709
C (-0.35984, 3.00908, -0.37810)  0.6171
O (-0.98341, 3.57259, 0.56417)  -0.5278
B (0.00536, 4.37113, 1.36254)  1.2395
O (1.21541, 4.41879, 0.48629)  -0.5717
C (1.10261, 3.48987, -0.42340)  0.6589
O (1.90538, 3.08738, -1.20109)  -0.6369
O (0.30436, 3.72231, 2.62297)  -0.5145
C (0.14222, 4.60128, 3.63167)  0.5671
O (0.33645, 4.35093, 4.76426)  -0.5933
C (-0.34309, 5.92773, 2.98174)  0.4636
O (-0.51271, 5.68703, 1.67889)  -0.4943
O (-0.59882, 6.91643, 3.57654)  -0.5147
S (-0.06540, -0.16247, 0.96743)  1.7607
O (0.61747, -0.19735, -0.34560)  -0.1296
O (-1.47986, -0.26330, 0.55829)  -0.5748
O (0.47439, -1.13131, 1.96931)  -0.5267
O (0.24914, 1.12018, 1.66931)  -0.6323
Br (3.78498, 0.32266, -3.33492)  -0.1269
C (2.26326, -0.88584, -3.18234)  0.1578
C (2.75004, -2.27518, -2.85313)  -0.5941
Br (1.28870, -3.37507, -2.18986)  -0.1777
H (1.75212, -0.78158, -4.13250)  0.4851
H (1.62067, -0.53828, -2.37648)  -0.4956
H (3.47725, -2.20724, -2.04701)  0.3476
H (3.22990, -2.80231, -3.67005)  0.4450
C (-2.45150, -4.09624, -1.38548)  -0.7813
N (-1.99159, -2.99615, -2.27387)  0.8249
O (-1.50182, -1.99912, -1.73545)  -0.2513
O (-2.03764, -3.16886, -3.45247)  -0.4427
H (-2.43863, -3.73594, -0.36460)  0.2653
H (-1.74108, -4.89970, -1.56248)  0.3297
H (-3.45335, -4.39533, -1.67223)  0.3030
C (-5.60739, 0.46853, -0.91160)  -0.7859
N (-4.39708, 1.15865, -1.42625)  0.7622
O (-3.36482, 0.48329, -1.54153)  -0.4253
O (-4.47538, 2.30866, -1.70518)  -0.4364
H (-5.72165, 0.75612, 0.12805)  0.2957
H (-5.56029, -0.59136, -1.10829)  0.2830
H (-6.42394, 0.91621, -1.47771)  0.3448
C (0.25499, -4.47579, 2.26766)  -0.6784
N (1.69129, -4.24556, 2.04062)  0.9692
O (2.24912, -4.95349, 1.23564)  -0.5260
O (2.21678, -3.38324, 2.71313)  -0.5378
H (0.08048, -5.54077, 2.16184)  0.3353
H (-0.29743, -3.93725, 1.49997)  0.1222
H (-0.02006, -4.08342, 3.23654)  0.2785
C (3.54495, 0.89634, -0.04422)  -0.8431
N (3.21139, 1.40320, 1.29449)  1.1728
O (2.88968, 0.58347, 2.17820)  -0.7381
O (3.25077, 2.57044, 1.48078)  -0.4589
H (3.16522, 1.59029, -0.78796)  0.3101
H (3.12695, -0.09316, -0.18342)  0.2934
H (4.62781, 0.86403, -0.15644)  0.3908

Cartesian forces (eV/Å) of the 2 atoms listed first:
Mn -0.945 0.092 -1.500
Cr 0.552 0.519 -1.636

Output
- Total charge: +1
- Kohn-Sham gap (spin up / spin down): 6.801 / 7.260 eV
- Multiplicity: 10
- HOMO level (spin up / spin down): -11.9216 / -11.9217 eV

Computed, not measured: a cluster of 2 separate species, C10H16BF3IN3O2 in total, with the ωB97M-V functional and the def2-TZVPD basis.

Each line ends with the Mulliken charge.
Cartesian coordinates (Å):
C (-1.81755, 0.89416, 2.12500)  -1.2430
C (-1.60560, 1.46274, 0.71878)  -1.0360
C (-0.18963, 1.30357, 0.09253)  1.5364
C (0.74229, 2.00624, 1.00212)  -0.5618
N (1.43850, 2.51686, 1.75598)  -0.6146
C (-0.16553, 2.12150, -1.23137)  0.3667
F (1.06433, 2.41906, -1.61180)  -0.2390
F (-0.81907, 3.27443, -1.09043)  -0.2999
F (-0.76030, 1.45857, -2.22407)  -0.1652
C (0.27128, -0.20285, -0.12342)  1.7237
C (1.26858, -0.30871, -1.20652)  -0.5341
N (2.06396, -0.42760, -2.02507)  -0.6488
C (0.93203, -0.82448, 1.14788)  -1.6670
C (2.44129, -0.57343, 1.36053)  -0.8012
C (3.32729, -1.74911, 0.91745)  -1.1427
I (5.08168, -1.13701, -0.13989)  0.0330
B (-0.97167, -1.15019, -0.60974)  0.8948
N (-1.76907, -1.92195, 0.30535)  -0.5428
O (-1.17766, -1.23463, -1.95679)  -0.8324
H (-2.09246, -0.15818, 2.13145)  0.1926
H (-2.63828, 1.44180, 2.59528)  0.4298
H (-0.94161, 1.05304, 2.75764)  0.3328
H (-2.34900, 1.08213, 0.00833)  0.5152
H (-1.79111, 2.53534, 0.79306)  0.5412
H (0.38653, -0.50472, 2.03570)  0.1952
H (0.79263, -1.91067, 1.08224)  0.7815
H (2.77177, 0.36256, 0.91017)  0.5563
H (2.58868, -0.43590, 2.43610)  0.3593
H (3.73925, -2.27120, 1.77915)  0.5307
H (2.80072, -2.46364, 0.28690)  0.4127
H (-2.75723, -1.72595, 0.38526)  0.2784
H (-1.37074, -2.08754, 1.21875)  0.2490
H (-2.10617, -1.28811, -2.22297)  0.3888
O (-2.46990, -0.46714, -4.35933)  -0.6476
H (-1.71434, -0.05094, -3.92604)  0.3362
H (-2.08383, -0.92366, -5.11357)  0.3219

Cartesian forces (eV/Å) of the 2 atoms listed first:
C -0.138 0.156 0.020
C -0.119 0.073 0.068

Output
- Kohn-Sham gap: 9.139 eV
- Multiplicity: 1
- HOMO level: -9.0830 eV

Computed, not measured: an isolated molecule of C10H16BNO, with the ωB97M-V functional and the def2-TZVPD basis.

Each line ends with the Mulliken charge.
Cartesian coordinates (Å):
B (-2.33920, 0.76865, -1.95059)  0.1674
C (-2.69121, 0.98977, -0.45222)  -0.8366
C (-1.44878, 0.82919, 0.46113)  0.2210
C (-1.47695, -0.49862, 1.21104)  -0.5881
N (-0.47035, -0.58143, 2.27760)  -0.3975
C (0.84499, -1.15355, 1.90600)  -1.3204
C (1.33680, -0.73489, 0.55025)  0.2754
C (1.11880, -1.51094, -0.57851)  0.0032
C (1.52996, -1.10086, -1.84176)  -0.8791
C (2.19237, 0.11084, -1.98388)  -0.5020
C (2.45525, 0.88748, -0.86904)  -0.5596
C (2.02608, 0.47084, 0.38544)  0.9070
O (2.26214, 1.21938, 1.50737)  -0.5581
H (-1.44583, 1.38617, -2.45022)  -0.0681
H (-2.94170, 0.00777, -2.64889)  -0.0809
H (-3.04938, 2.02270, -0.37237)  0.2573
H (-3.49329, 0.32721, -0.12676)  0.2947
H (-1.37396, 1.63297, 1.19472)  0.3254
H (-0.54419, 0.87932, -0.14426)  -0.2672
H (-1.39496, -1.32320, 0.48970)  0.1018
H (-2.45539, -0.60004, 1.68483)  0.6065
H (-0.85484, -1.18644, 2.99061)  0.2826
H (1.56834, -0.81762, 2.64854)  0.4147
H (0.82621, -2.24784, 1.94247)  0.3906
H (0.60381, -2.45685, -0.45609)  0.4288
H (1.33210, -1.72791, -2.70006)  0.3911
H (2.51626, 0.44330, -2.96024)  0.3848
H (2.99230, 1.82236, -0.97323)  0.3170
H (2.37464, 2.14223, 1.25842)  0.2882

Cartesian forces (eV/Å) of the 2 atoms listed first:
B -0.078 -0.013 -0.172
C 0.266 -0.157 -0.110

Output
- Energy relative to the best compared isomer or geometry (same formula, charge and spin): 175.8 kJ/mol
- Kohn-Sham gap: 9.254 eV
- Multiplicity: 1
- HOMO level: -8.6231 eV

Computed, not measured: a structure of composition C10H16BaN2PSe, with the ωB97M-V functional and the def2-TZVPD basis.

Each line ends with the Mulliken charge.
Cartesian coordinates (Å):
C (1.25730, -0.22281, -2.02495)  -0.5116
C (2.45312, 0.04212, -1.30000)  -0.6840
C (2.48387, 1.44068, -0.99191)  -0.4344
C (1.34317, 2.06424, -1.62700)  -0.5823
C (0.58798, 1.05614, -2.26464)  -0.6806
Ba (-1.70620, -0.00101, 1.32430)  -0.3605
P (-0.89109, -2.96286, 0.52905)  -0.1467
H (0.92149, -1.17924, -2.41645)  0.4683
H (3.18972, -0.68876, -0.98456)  0.3649
H (3.23814, 1.96659, -0.39085)  0.3324
H (-0.33587, 1.18647, -2.82649)  0.4117
H (1.09829, 3.12415, -1.57719)  0.4493
H (-1.02307, -3.25507, 1.91842)  0.0804
H (-0.28556, -4.15169, 0.07158)  0.1087
H (-2.27454, -3.23025, 0.14306)  0.0842
C (-0.19442, 1.24352, 4.30629)  -0.8938
N (-1.51553, 1.28063, 3.69926)  0.4813
C (-2.61943, 0.60356, 4.20925)  -0.3399
C (-3.69065, 0.93220, 3.45103)  -0.1391
N (-3.21951, 1.83057, 2.48412)  0.3697
C (-4.07387, 2.47148, 1.47178)  -0.7129
C (-1.93425, 2.27478, 2.81220)  -1.0675
Se (-0.81043, 3.11679, 1.61371)  0.0065
H (0.22566, 0.22718, 4.34991)  0.2947
H (-0.29527, 1.62942, 5.32112)  0.4126
H (0.49524, 1.86942, 3.74774)  0.1824
H (-2.52212, 0.03767, 5.14506)  0.3372
H (-4.75778, 0.71269, 3.51808)  0.3383
H (-4.59390, 1.72826, 0.83468)  0.2831
H (-4.81950, 3.09073, 1.98986)  0.3586
H (-3.46142, 3.10408, 0.82170)  0.1890

Cartesian forces (eV/Å) of the 2 atoms listed first:
C -0.178 1.509 -0.188
C -0.908 0.865 0.277

Output
- Energy relative to the best compared isomer or geometry (same formula, charge and spin): 37.0 kJ/mol
- Total charge: -1
- Kohn-Sham gap (spin up / spin down): 3.164 / 3.165 eV
- Multiplicity: 1
- HOMO level (spin up / spin down): -1.1777 / -1.1758 eV

| no. | maximum force (hartree/bohr) |
| --- | --- |
| 1 | 0.156 |
| 2 | 0.096 |
| 3 | 0.047 |
| 4 | 0.021 |
| 5 | 0.007 |
| 6 | 0.038 |